Arrangement 1

C5H6N4O2 | ωB97M-V/def2-TZVPD

Summary:
HOMO level	-9.25	eV
E_LUMO	-0.028	Eh

Last column: Mulliken charge in e.
Atoms and positions in Å:
C1 0.79262 1.87672 -0.32151  -0.141
C2 0.12366 2.84971 0.23047  -0.365
C3 0.10046 -1.45960 -1.11641  -0.655
C4 -0.78659 0.67964 -0.52593  0.675
C5 -0.51834 -0.67131 0.16879  0.602
N1 -1.20843 2.65342 0.50965  -0.400
N2 -0.38527 -0.74668 -2.19386  -0.288
N3 -1.60329 1.52227 0.12332  -0.265
N4 -0.88006 0.34504 -1.91904  -0.287
O1 0.50852 -0.65908 1.13252  -0.505
O2 -1.66944 -1.22824 0.66680  -0.564
H1 1.78231 1.41149 -0.63143  0.328
H2 0.44863 3.90995 0.34766  0.407
H3 1.16663 -0.98688 -0.93220  0.306
H4 0.12712 -2.53877 -1.16071  0.392
H5 0.02259 -0.51327 1.97665  0.379
H6 -2.42253 -0.69141 0.73359  0.381


Arrangement 2

C5H6N4O2 | ωB97M-V/def2-TZVPD

Summary:
HOMO level	-8.99	eV
E_LUMO	0.013	Eh

Last column: Mulliken charge in e.
Atoms and positions in Å:
C1 -0.54852 1.90708 -1.16239  -0.447
C2 0.40999 2.19533 -2.14249  -0.421
C3 -0.09929 0.72471 -0.63391  0.346
C4 -0.40252 -0.68505 2.44866  -0.496
C5 -0.35327 -1.35333 1.08980  0.803
N1 1.34857 1.26724 -2.18475  -1.153
N2 -0.63835 0.47627 1.94086  -0.584
N3 1.03311 0.37084 -1.24800  0.610
N4 -0.82149 -0.01491 0.65098  0.197
O1 -1.20518 -2.40033 0.85714  -0.506
O2 0.93841 -1.62429 0.62140  -0.505
H1 -1.41997 2.45112 -0.87001  0.393
H2 0.44695 3.04080 -2.79896  0.451
H3 -0.34597 -0.99789 3.46876  0.385
H4 1.62201 -0.42397 -1.05973  0.285
H5 -1.26360 -2.56458 -0.09701  0.334
H6 1.29913 -2.36905 1.11965  0.311


Which one sits at the bottom of the stability order? arrangement 1 does.


Arrangement 1

C8H12N3 | ωB97M-V/def2-TZVPD

Summary:
HOMO level	-14.04	eV
E_LUMO	-0.195	Eh
total charge	+1

Last column: Mulliken charge in e.
Atoms and positions in Å:
C1 3.36740 0.14920 -0.41256  -0.271
C2 2.81407 -1.12395 -0.53027  -0.672
C3 2.59094 1.23082 -0.00216  -0.675
C4 1.48525 -1.33004 -0.23499  -0.337
C5 1.25971 1.05160 0.29522  -0.404
C6 0.68920 -0.23547 0.17210  0.361
C7 -0.66920 -0.40964 0.39661  0.680
C8 -2.64920 0.92172 -0.31278  -0.339
N1 -1.82079 0.19851 0.69497  -0.089
N2 -2.95074 0.00672 -1.36610  -0.548
N3 -1.68560 -1.27420 0.48393  -0.382
H1 4.41465 0.29748 -0.63350  0.424
H2 3.42857 -1.95047 -0.85330  0.427
H3 3.03345 2.21132 0.08423  0.420
H4 1.04133 -2.31067 -0.31548  0.457
H5 0.64584 1.87042 0.63900  0.450
H6 -0.03394 -0.52452 3.16099  -0.033
H7 -2.07718 1.79976 -0.62842  0.316
H8 -3.53775 1.23589 0.23671  0.327
H9 -3.93326 -0.18855 -1.49217  0.221
H10 -0.76047 -0.25742 3.26042  0.069
H11 -2.15630 -1.55703 -0.39334  0.384
H12 -2.49599 0.18852 -2.24910  0.214


Arrangement 2

C8H12N3 | ωB97M-V/def2-TZVPD

Summary:
HOMO level	-12.14	eV
E_LUMO	-0.157	Eh
total charge	+1
SMILES	[H]/N=[N+](\N)[C@@]12CC=CC=C1CC2

Last column: Mulliken charge in e.
Atoms and positions in Å:
C1 -2.48468 0.67298 -0.04080  -0.246
C2 -1.92308 -0.41472 -0.82677  -0.685
C3 -1.76409 1.31810 0.87928  -0.688
C4 -0.63138 -0.80861 -0.59099  -0.394
C5 -0.41540 0.70979 1.28955  -0.602
C6 0.25189 -2.06693 -0.66627  -0.449
C7 1.08037 -1.45482 0.55216  -0.618
C8 0.33030 -0.12837 0.27176  0.849
N1 0.73294 1.07311 -1.75622  -0.759
N2 2.30170 1.20471 -0.05277  -0.651
N3 1.21000 0.77928 -0.70231  1.285
H1 -3.45736 0.89995 -0.45280  0.398
H2 -2.47999 -1.08212 -1.42467  0.485
H3 -2.20922 2.08946 1.59655  0.334
H4 0.09383 1.38419 1.90824  0.387
H5 -0.74539 -0.12030 2.06908  0.286
H6 -0.35800 -2.99488 -0.41215  0.310
H7 0.82941 -2.30352 -1.65256  0.248
H8 0.74368 -1.86304 1.43022  0.394
H9 2.20940 -1.34951 0.43694  0.328
H10 1.22225 1.66789 -2.42266  0.269
H11 2.43478 0.95297 0.93850  0.280
H12 3.02804 1.83438 -0.37132  0.239


Which one sits at the bottom of the stability order? arrangement 2 does.


Arrangement 1

C4H3NOS | ωB97M-V/def2-TZVPD

Summary:
HOMO level	-8.63	eV
E_LUMO	-0.039	Eh
SMILES	O=C=N/C=C\C=S

Last column: Mulliken charge in e.
Atoms and positions in Å:
C1 -0.01181 -0.22208 -0.01583  -0.262
C2 -0.68060 -1.27334 0.61036  -0.261
C3 1.27773 0.17144 0.05716  -0.006
C4 3.20992 -1.06130 1.04052  0.606
N1 2.18728 -0.42474 0.86100  -0.273
O1 4.19700 -1.57677 1.35922  -0.411
S1 -0.16015 -2.36282 1.68540  -0.254
H1 -0.53190 0.50068 -0.69891  0.224
H2 -1.66915 -1.24103 0.35989  0.337
H3 1.71068 1.10265 -0.45492  0.299


Arrangement 2

C4H3NOS | ωB97M-V/def2-TZVPD

Summary:
HOMO level	-8.88	eV
E_LUMO	0.016	Eh
SMILES	C#CC1=NOCS1

Last column: Mulliken charge in e.
Atoms and positions in Å:
C1 -2.01061 -1.86256 -1.29586  0.321
C2 -1.25567 -1.10726 -0.76216  -0.474
C3 -0.43123 -0.13980 -0.15337  0.153
C4 1.52772 1.03867 0.78114  -0.292
H1 -2.66752 -2.59663 -1.75839  0.400
H2 2.17328 1.84340 0.43420  0.282
H3 1.91263 0.63158 1.72214  0.261
N1 -0.80457 0.83316 0.61378  -0.343
O1 0.25038 1.62729 0.92915  -0.177
S1 1.30559 -0.26783 -0.51063  -0.131


Which one sits at the bottom of the stability order? arrangement 2 does.